Record 1
{"formula": "C3H5ClSi", "method": "ωB97M-V with the def2-TZVPD basis set", "homo_ev": -8.5, "orbital_gap_ev": 7.334, "total_energy_ha": -866.80015, "e_above_lowest_kj_mol": 417.58, "e_lumo_ev": -1.131, "total_charge": 0, "elements": ["C", "C", "C", "Si", "Cl", "H", "H", "H", "H", "H"], "coordinates": [[-4.37646, 1.24943, -0.06134], [-3.42993, 0.50042, -0.22260], [3.05508, -0.43348, -0.32033], [1.16302, -0.98886, 0.00701], [3.23734, 1.33402, 0.00627], [-5.02553, 2.09088, -0.01214], [3.05898, -0.68712, -1.30098], [3.72974, -1.12969, 0.22605], [-2.83772, -0.37093, -0.23609], [0.80600, -0.53428, 1.26947]], "lowdin_charge": [-0.0039, -0.0077, -0.8532, 0.7189, 0.4214, 0.0100, -0.0773, 0.0300, -0.0027, -0.2356]}

***

Record 2
{"formula": "C3H5CuLiO2", "method": "ωB97M-V with the def2-TZVPD basis set", "homo_ev": [-9.5, -10.8], "orbital_gap_ev": [4.892, 6.254], "total_energy_ha": -1915.38986, "e_above_lowest_kj_mol": 283.74, "e_lumo_ev": [-4.623, -4.588], "total_charge": 1, "elements": ["C", "C", "H", "H", "H", "H", "H", "O", "C", "O", "Li", "Cu"], "coordinates": [[-4.49665, 0.05855, 0.93603], [-4.14602, -0.43428, -0.28568], [-4.59416, -0.59708, 1.79417], [-4.82784, 1.08590, 1.04095], [-4.06012, -1.50351, -0.45089], [-1.36381, -0.11981, -0.25447], [-4.13014, 0.20682, -1.16137], [-0.45344, 0.03330, 0.13485], [-0.64882, 0.46352, 1.34193], [-1.27400, 0.70922, 2.27630], [-2.65379, 1.98639, 3.09961], [1.82878, 0.36173, 0.02994]], "lowdin_charge": [-0.0814, -0.0627, 0.0512, 0.0404, 0.0611, 0.1150, 0.0569, 0.0067, -0.4665, 0.0189, 0.8419, 0.4185]}